No. 1
{
  "formula": "FH2MgO",
  "method": "wB97M-V/def2-TZVPD",
  "species": ["H", "O", "H", "F", "Mg"],
  "xyz": [[-1.157467, -0.494179, -0.774151], [-1.447877, 0.343241, -1.178383], [-1.092209, 0.419868, -2.067743], [-0.146356, -0.302516, 0.968465], [0.060245, 1.516664, 1.190474]],
  "atomic_forces_ev_per_a": [[0.210, 0.516, -0.126], [-0.218, 0.247, 0.057], [0.039, -0.329, 0.057], [0.286, 0.513, 0.420], [-0.316, -0.947, -0.408]],
  "homo_ev": [-7.152, -11.116],
  "e_lumo_ev": [0.250, -0.915],
  "s_squared": 0.7505,
  "homo_lumo_gap_ev": [7.4, 10.2],
  "spin_multiplicity": 2
}

No. 2
{
  "formula": "C4H8O",
  "method": "wB97M-V/def2-TZVPD",
  "species": ["C", "C", "C", "C", "H", "H", "H", "H", "H", "H", "H", "H", "O"],
  "xyz": [[-0.662862, -1.810775, -0.222589], [0.085700, 0.232560, 0.568800], [0.881759, 0.909153, -0.496392], [-0.061464, 1.697507, 0.374897], [0.063036, -1.759945, -1.047334], [-0.205110, -2.396384, 0.596875], [-1.569668, -2.325586, -0.558644], [0.607162, -0.141401, 1.457807], [1.958101, 1.006808, -0.361552], [0.579290, 0.721164, -1.523564], [0.346820, 2.376563, 1.115680], [-0.992088, 2.010572, -0.096220], [-1.030675, -0.520236, 0.192237]],
  "atomic_forces_ev_per_a": [[0.116, -0.494, -0.097], [-0.233, -0.052, 0.394], [0.436, -0.161, -0.412], [-0.118, 0.262, -0.015], [-0.139, -0.077, 0.064], [-0.154, 0.211, -0.178], [0.217, 0.132, 0.063], [-0.152, 0.103, -0.253], [-0.276, 0.040, 0.035], [-0.013, 0.076, 0.179], [-0.067, -0.102, -0.096], [0.228, -0.046, 0.190], [0.154, 0.109, 0.126]],
  "homo_ev": -9.659,
  "e_lumo_ev": 1.216,
  "smiles": "COC1CC1",
  "homo_lumo_gap_ev": 10.9
}

No. 3
{
  "formula": "C5H17N2O2S",
  "method": "wB97M-V/def2-TZVPD",
  "species": ["C", "N", "C", "C", "S", "C", "N", "C", "H", "H", "H", "H", "H", "H", "H", "H", "H", "H", "H", "H", "H", "H", "H", "O", "H", "H", "O"],
  "xyz": [[-0.178058, -1.459166, -1.363555], [-1.023499, -0.974854, -0.248047], [-0.401235, 0.276715, 0.262450], [-0.722101, 1.588988, -0.553807], [-0.044623, 1.391221, -2.300412], [-0.905817, 0.330277, 1.806077], [0.255571, 0.503548, 2.675012], [-0.613908, -2.991195, -1.525101], [-0.201037, -0.778600, -2.309523], [0.844573, -1.458081, -0.909510], [-1.954349, -0.611333, -0.623363], [0.715500, 0.204535, 0.270863], [-1.662528, 1.825394, -0.748788], [-0.261769, 2.392202, -0.002997], [-1.639574, -0.368612, 2.126863], [-1.465883, 1.205235, 1.793489], [0.119922, 1.179643, 3.450054], [1.078552, 0.762898, 2.285408], [-1.393372, -3.222892, -0.847790], [-0.941996, -3.209334, -2.569024], [0.235482, -3.625014, -1.206424], [2.438130, 2.744578, 0.691827], [0.956272, 2.431454, 0.874529], [1.742962, 2.767158, 1.450202], [0.592205, -2.696627, 0.778188], [1.146779, -1.943546, 1.930640], [1.308195, -2.800408, 1.434425]],
  "atomic_forces_ev_per_a": [[-0.513, -1.778, -0.335], [-0.098, 2.179, -1.343], [-1.544, -0.183, 1.777], [4.933, -2.911, -0.257], [0.061, 1.420, 0.629], [2.339, 1.651, -1.941], [-2.934, -0.973, 3.343], [1.573, 1.050, -1.409], [0.044, -1.574, 1.763], [-0.594, 0.127, -0.850], [1.413, -0.973, 0.301], [-0.841, -0.288, -0.085], [-4.539, 0.694, 0.006], [0.014, 0.761, -0.054], [0.113, -1.575, 0.039], [-1.177, 2.156, 0.285], [-0.162, -0.819, -0.772], [2.619, 0.894, -2.019], [-1.027, -0.049, 0.601], [0.393, -0.120, 0.757], [-0.318, 0.009, -0.609], [-1.475, 0.208, 2.055], [1.706, 0.887, 1.688], [0.158, -0.926, -3.731], [0.305, -0.331, 0.154], [0.480, -1.331, -0.440], [-0.930, 1.793, 0.447]],
  "homo_ev": -2.908,
  "e_lumo_ev": 3.541,
  "homo_lumo_gap_ev": 6.4,
  "charge": -1
}

No. 4
{
  "formula": "C15H4F5I2NOSV",
  "method": "wB97M-V/def2-TZVPD",
  "species": ["V", "F", "C", "C", "F", "C", "F", "C", "S", "C", "F", "C", "F", "I", "C", "C", "C", "I", "C", "C", "C", "C", "N", "C", "C", "O", "H", "H", "H", "H"],
  "xyz": [[-7.734794, -4.825862, -12.426265], [-5.215375, -3.268183, -6.566253], [-6.138396, -3.247059, -7.594777], [-6.344354, -4.389722, -8.425852], [-5.711112, -5.532887, -8.156645], [-7.066131, -4.209733, -9.601266], [-7.075166, -5.374855, -10.542797], [-7.654137, -3.013545, -9.969063], [-8.344931, -2.819542, -11.656902], [-7.623990, -1.983112, -9.038723], [-8.343104, -0.833364, -9.202888], [-6.776556, -2.050175, -7.908660], [-6.446631, -0.894935, -7.254137], [-4.148022, -7.361137, -15.449594], [-6.025437, -7.859398, -14.726199], [-6.328535, -9.256040, -14.815979], [-7.457218, -9.698991, -14.174009], [-8.206644, -11.350227, -15.279888], [-8.278694, -8.918175, -13.326280], [-9.248991, -9.420687, -12.420147], [-9.881362, -8.607355, -11.528203], [-9.590804, -7.262792, -11.540513], [-8.617200, -6.720121, -12.334960], [-7.925493, -7.547285, -13.227495], [-6.845775, -6.951621, -14.050299], [-6.738448, -5.641439, -14.058687], [-5.732876, -9.921057, -15.371066], [-9.358758, -10.533112, -12.287836], [-10.809338, -8.923008, -10.960648], [-10.108033, -6.595795, -10.872330]],
  "atomic_forces_ev_per_a": [[0.643, -1.366, -1.763], [-1.494, -0.246, -1.481], [0.746, -0.320, 0.319], [0.485, 0.816, 0.233], [-0.287, 0.357, -0.059], [0.714, -1.421, -0.020], [0.087, 2.514, 2.141], [-0.857, -0.109, -1.409], [-0.236, 1.300, 1.946], [0.110, 0.897, 0.753], [1.010, -1.230, -0.206], [0.254, 0.727, -0.314], [-0.703, -1.575, -0.469], [-0.008, 0.489, -0.167], [0.170, -0.635, 0.506], [-1.464, 2.443, 1.816], [-0.003, -1.219, -1.568], [-0.318, -0.360, 0.744], [0.618, 0.347, 0.676], [0.745, -1.832, -0.022], [-2.150, -0.268, 0.068], [1.943, 1.504, -1.324], [-0.521, -1.604, -0.132], [-0.736, 0.256, 0.290], [-0.769, -0.021, 0.295], [-0.106, -0.624, 0.980], [0.595, -0.484, -0.740], [-0.150, 1.230, -0.719], [1.662, 0.077, -0.383], [0.018, 0.357, 0.009]],
  "homo_ev": [-7.917, -8.020],
  "e_lumo_ev": [-0.948, -1.026],
  "s_squared": 3.7600,
  "homo_lumo_gap_ev": [7.0, 7.0],
  "spin_multiplicity": 4
}

No. 5
{
  "formula": "C20H8B4Br4O34V",
  "method": "wB97M-V/def2-TZVPD",
  "species": ["O", "V", "O", "O", "C", "O", "B", "O", "C", "O", "O", "C", "O", "C", "O", "O", "O", "C", "O", "B", "O", "C", "O", "O", "C", "O", "C", "O", "O", "O", "C", "O", "B", "O", "C", "O", "O", "C", "O", "C", "O", "O", "O", "C", "O", "B", "O", "C", "O", "O", "C", "O", "C", "O", "O", "Br", "C", "C", "Br", "H", "H", "H", "H", "Br", "C", "C", "Br", "H", "H", "H", "H"],
  "xyz": [[21.405790, 10.140188, 10.212884], [22.289986, 11.459323, 10.068932], [21.907951, 12.306512, 11.343163], [28.179414, 21.451754, 6.049552], [27.590026, 21.400836, 5.010860], [26.446050, 20.794476, 4.769292], [26.014175, 21.073830, 3.388447], [27.147315, 21.800828, 2.769960], [28.032183, 22.110874, 3.698564], [29.052328, 22.717009, 3.507590], [24.818459, 21.983278, 3.400381], [23.800409, 21.342332, 2.858441], [22.661557, 21.738691, 2.811773], [24.303077, 19.973395, 2.332257], [25.597948, 19.895657, 2.643939], [23.626845, 19.133967, 1.842140], [22.953099, 14.392206, 2.476930], [22.513163, 14.599555, 3.558269], [21.830939, 13.742877, 4.330459], [21.413768, 14.434730, 5.546174], [21.760317, 15.833300, 5.380556], [22.507626, 15.969524, 4.263835], [23.060646, 16.941365, 3.898447], [22.055826, 13.774829, 6.746910], [21.157149, 13.328292, 7.554493], [21.340393, 12.733763, 8.591821], [19.759137, 13.614017, 6.939155], [19.960627, 14.249659, 5.818020], [18.737500, 13.236202, 7.427721], [26.774782, 12.451446, 8.704388], [26.139720, 13.423116, 8.422067], [26.548762, 14.463440, 7.721907], [25.524059, 15.518100, 7.728347], [24.352503, 14.882522, 8.423036], [24.675777, 13.706693, 8.827335], [23.953932, 12.994229, 9.498872], [25.921824, 16.715720, 8.483057], [26.095542, 17.733871, 7.638593], [26.579142, 18.794972, 7.880586], [25.647298, 17.241056, 6.229414], [25.165824, 16.000632, 6.403926], [25.925671, 17.756397, 5.194568], [26.862550, 12.295180, 3.428739], [26.339470, 11.442660, 4.066081], [26.216329, 11.416233, 5.399408], [25.523936, 10.212613, 5.822003], [25.358066, 9.409869, 4.604940], [25.706112, 10.127686, 3.537417], [25.447419, 9.870646, 2.400149], [24.156374, 10.468478, 6.411814], [24.211779, 10.216688, 7.674349], [23.308934, 10.348021, 8.480399], [25.568475, 9.580644, 8.017881], [26.267834, 9.520302, 6.895817], [25.950991, 9.309898, 9.115897], [17.880907, 17.110619, 8.853422], [19.480723, 18.170283, 8.403874], [20.586562, 17.262989, 7.944563], [22.139389, 18.319063, 7.453709], [19.717063, 18.668307, 9.337295], [19.186046, 18.863384, 7.626194], [20.270351, 16.751757, 7.040250], [20.927805, 16.562665, 8.698792], [21.294170, 10.921417, 2.551871], [20.387753, 10.656805, 4.272881], [21.014724, 9.529320, 5.038207], [20.272634, 9.422180, 6.831106], [19.367388, 10.465526, 3.964874], [20.456829, 11.620142, 4.769648], [22.099191, 9.518819, 4.996273], [20.682077, 8.604679, 4.565494]],
  "atomic_forces_ev_per_a": [[0.848, 1.296, 0.000], [-1.760, 0.438, -1.105], [0.720, -0.490, -0.397], [0.212, -0.013, 0.140], [-0.260, 0.420, 0.035], [0.114, 0.063, -0.197], [-0.239, 0.371, 0.058], [-0.110, 0.103, -0.003], [0.342, -0.806, -0.427], [-0.061, 0.279, 0.234], [0.031, -0.415, -0.073], [-0.529, 0.319, 0.149], [0.369, -0.065, -0.161], [0.379, 0.372, 0.998], [0.021, 0.043, -0.201], [-0.227, -0.333, -0.722], [0.215, -0.401, -0.282], [-0.439, 0.376, -0.049], [0.031, -0.078, 0.300], [-0.002, 0.146, -0.475], [-0.078, -0.447, 0.287], [0.093, -0.557, 0.365], [0.090, 0.680, -0.156], [0.141, -0.015, 0.394], [0.046, 0.331, -1.059], [0.168, -1.208, 1.419], [0.393, -0.432, 0.577], [-0.164, 0.213, -0.304], [-0.411, 0.126, -0.055], [-0.102, -0.335, 0.120], [0.204, 0.273, -0.458], [-0.026, -0.215, 0.326], [-0.629, 1.030, -0.289], [-0.038, -0.039, -0.095], [-0.115, 0.395, 0.295], [-0.198, -1.093, 0.270], [0.306, -0.184, 0.153], [-0.136, -0.009, -0.465], [-0.097, 0.079, 0.335], [1.111, -0.435, 0.118], [-0.069, -0.396, -0.109], [-0.591, 0.124, 0.138], [0.097, 0.116, -0.262], [0.112, -0.282, 0.397], [-0.285, 0.186, 0.053], [0.597, -0.327, -0.728], [-0.068, -0.289, 0.089], [-0.696, 0.515, 0.083], [0.411, -0.286, -0.010], [0.091, 0.382, 0.325], [-0.120, -0.593, 0.080], [0.065, 0.722, 0.244], [0.938, 0.745, 0.011], [-0.563, -0.033, 0.006], [-0.318, -0.471, 0.115], [0.085, 0.012, -0.129], [0.002, -0.163, 0.473], [0.002, -0.032, -0.401], [-0.091, 0.165, 0.124], [0.084, 0.230, -0.128], [-0.025, 0.095, 0.038], [0.201, -0.160, 0.005], [-0.147, -0.055, 0.079], [0.053, -0.226, 0.204], [0.169, 0.749, -0.454], [-0.523, -0.899, -0.921], [0.280, 0.188, 0.018], [-0.155, -0.093, 0.392], [0.038, -0.022, 0.017], [0.043, 0.373, 0.577], [0.166, -0.058, 0.076]],
  "homo_ev": -3.373,
  "e_lumo_ev": 3.780,
  "homo_lumo_gap_ev": 7.2,
  "charge": -3
}

No. 6
{
  "formula": "CH3O4P",
  "method": "wB97M-V/def2-TZVPD",
  "species": ["C", "O", "O", "O", "O", "P", "H", "H", "H"],
  "xyz": [[-0.202357, 1.731468, -0.114017], [-0.252104, 0.494769, -0.561743], [-1.040227, -1.779922, -0.454940], [0.015865, 2.017008, 1.027107], [1.195062, -1.364931, 0.531000], [-0.346459, -0.805439, 0.594076], [-0.353492, 2.464498, -0.917783], [-0.772190, -1.630083, -1.369462], [1.755902, -1.127367, 1.265762]],
  "atomic_forces_ev_per_a": [[0.317, 0.519, 0.257], [-0.086, -1.212, -0.253], [-0.094, -0.346, -0.223], [0.043, 0.368, 0.346], [-0.630, 0.084, -0.809], [0.379, 0.490, 0.363], [-0.057, -0.038, 0.007], [0.055, -0.101, -0.142], [0.073, 0.237, 0.453]],
  "homo_ev": -10.048,
  "e_lumo_ev": 0.735,
  "smiles": "O=COP(O)O",
  "homo_lumo_gap_ev": 10.8
}

No. 7
{
  "formula": "C20H22N4O3",
  "method": "wB97M-V/def2-TZVPD",
  "species": ["C", "C", "C", "C", "C", "C", "N", "C", "C", "C", "C", "C", "C", "C", "C", "C", "O", "C", "O", "N", "C", "N", "C", "C", "N", "C", "H", "H", "H", "H", "O", "H", "H", "H", "H", "H", "H", "H", "H", "H", "H", "H", "H", "H", "H", "H", "H", "H", "H"],
  "xyz": [[-5.271841, -3.363198, -1.233176], [-3.898819, -3.142941, -1.859967], [-2.742444, -3.665453, -0.994940], [-2.039821, -2.588087, -0.168250], [-2.934332, -1.951498, 0.893212], [-2.145261, -1.024967, 1.822038], [-1.523839, 0.077307, 1.101260], [-2.278313, 1.139487, 0.670350], [-3.643836, 1.263241, 0.966836], [-4.367492, 2.344223, 0.516930], [-3.768794, 3.343558, -0.245919], [-2.432148, 3.249535, -0.541854], [-1.676231, 2.159956, -0.090675], [-0.273445, 2.073182, -0.396336], [0.468200, 1.000989, 0.077347], [-0.164769, -0.039790, 0.859935], [0.436320, -1.013080, 1.317671], [1.908279, 0.956723, -0.252046], [2.434451, 1.850503, -0.928213], [2.600600, -0.103020, 0.220815], [3.939254, -0.395290, 0.064186], [4.313076, -1.532136, 0.650763], [5.582362, -1.886337, 0.548888], [6.498566, -1.107560, -0.142168], [6.131454, 0.024928, -0.727945], [4.868648, 0.390165, -0.634543], [4.589196, 1.313463, -1.117213], [7.539409, -1.382096, -0.234961], [5.857639, -2.812901, 1.034000], [2.056108, -0.784057, 0.771287], [0.241876, 3.042717, -1.123115], [1.222585, 2.834960, -1.236951], [-1.930144, 4.006667, -1.122933], [-4.350570, 4.182168, -0.594488], [-5.416722, 2.413965, 0.762427], [-4.148726, 0.518878, 1.558418], [-2.780329, -0.625968, 2.615827], [-1.329523, -1.587254, 2.282033], [-3.734163, -1.393235, 0.405419], [-3.383978, -2.734540, 1.507034], [-1.668224, -1.811447, -0.841937], [-1.173205, -3.034333, 0.324018], [-3.112707, -4.447217, -0.328707], [-1.990646, -4.121021, -1.642485], [-3.753111, -2.078883, -2.058979], [-3.883626, -3.654583, -2.824633], [-5.353766, -2.869939, -0.268664], [-5.453394, -4.426042, -1.088050], [-6.050720, -2.971760, -1.884401]],
  "atomic_forces_ev_per_a": [[0.117, 0.106, -0.186], [-0.044, -0.216, 0.124], [0.115, 0.289, -0.187], [-0.178, -0.247, 0.123], [0.342, 0.134, -0.035], [-0.245, -0.437, 0.197], [0.167, -0.205, 0.163], [0.016, 0.641, -0.375], [-0.064, -0.099, 0.101], [0.117, -0.015, -0.026], [-0.021, 0.083, -0.042], [0.055, -0.118, 0.057], [-0.227, 0.037, 0.007], [0.303, -0.370, 0.142], [0.043, 0.345, -0.236], [-0.078, 0.153, 0.017], [0.099, -0.128, 0.000], [-0.085, -0.294, 0.194], [0.040, 0.241, -0.157], [-0.462, -0.080, 0.167], [0.781, -0.169, -0.097], [-0.376, 0.189, -0.020], [0.145, 0.119, -0.106], [0.006, -0.105, 0.060], [0.297, -0.059, -0.038], [-0.302, 0.209, -0.050], [-0.111, -0.044, 0.054], [0.060, -0.129, 0.062], [0.128, -0.047, -0.002], [0.040, 0.241, -0.153], [0.045, -0.021, 0.014], [-0.179, -0.140, 0.129], [0.013, 0.071, -0.046], [-0.037, 0.082, -0.038], [-0.081, -0.019, 0.035], [0.002, -0.106, 0.030], [0.078, 0.022, -0.034], [-0.234, 0.160, -0.009], [-0.141, -0.043, 0.036], [-0.104, -0.003, 0.024], [0.084, 0.009, -0.026], [0.065, 0.070, -0.010], [0.019, -0.117, 0.025], [-0.003, -0.083, 0.042], [0.038, 0.054, -0.085], [0.014, 0.089, -0.040], [-0.057, 0.036, 0.139], [-0.055, -0.100, 0.049], [-0.145, 0.012, 0.008]],
  "homo_ev": -8.807,
  "e_lumo_ev": -0.271,
  "smiles": "CCCCCCn1c(=O)c(C(=O)Nc2cnccn2)c(O)c2ccccc21",
  "homo_lumo_gap_ev": 8.5
}

Number 1: electronic energy -376.408570 hartree. Number 2: electronic energy -232.391224 hartree. Number 3: electronic energy -858.834291 hartree. Number 4: electronic energy -3140.866077 hartree. Number 5: electronic energy -14665.728457 hartree. Number 6: electronic energy -682.294268 hartree. Number 7: electronic energy -1220.158225 hartree.